{"formula": "C49H52BrCl3N4O9Sb2Sn", "method": "ωB97M-V/def2-TZVPD", "species": ["H", "H", "H", "C", "C", "O", "H", "C", "H", "H", "Sb", "H", "C", "C", "H", "H", "C", "C", "H", "Cl", "C", "H", "H", "H", "H", "H", "C", "C", "Br", "O", "H", "C", "C", "H", "H", "C", "H", "C", "C", "H", "C", "C", "C", "O", "H", "H", "N", "H", "H", "C", "O", "H", "H", "H", "H", "O", "C", "H", "H", "O", "C", "H", "C", "C", "Cl", "H", "C", "C", "C", "H", "H", "C", "C", "H", "H", "C", "C", "H", "O", "C", "C", "C", "H", "N", "H", "O", "N", "C", "C", "H", "H", "C", "C", "O", "H", "H", "C", "H", "C", "C", "Cl", "C", "H", "C", "H", "H", "C", "N", "H", "H", "C", "C", "C", "Sb", "Sn", "H", "C", "C", "H", "C", "H"], "xyz": [[1.3729, 5.3740, -0.2854], [-1.7348, -6.4316, 7.1344], [0.2248, -0.9398, 3.6313], [0.8521, 4.0288, 3.0852], [-1.7335, -7.3562, 1.0399], [-1.4609, 6.6180, 4.1338], [3.6354, 3.1789, -3.4266], [-3.4604, 0.9469, -4.8690], [-0.4876, -2.2216, 5.5428], [-3.4600, -2.0172, -2.9951], [1.5911, 3.0313, -1.5992], [-3.0961, 1.8277, -5.4004], [-2.2655, -5.2126, 2.7416], [0.5287, 2.8546, -3.5612], [-7.2764, -1.7224, 1.6317], [-2.9085, -4.9711, 5.4998], [0.0545, -3.1454, 5.3475], [-1.3205, 3.2962, 1.6271], [0.1099, -5.4474, 4.4055], [-1.3515, -8.6959, -0.0111], [0.5403, -2.4794, -2.1869], [-6.9093, -1.5226, 4.0612], [0.7050, -4.5524, -2.7387], [-3.6345, -3.8185, 3.5340], [1.5845, -4.0479, 1.2143], [-2.1646, 2.9515, 1.0376], [-0.8068, 4.8899, -4.1264], [-0.7444, 3.6154, -3.5571], [-4.6918, -0.9842, 5.7651], [3.2051, 2.7108, 1.7789], [0.3331, -5.0819, 8.8903], [0.8318, 5.0103, -1.1602], [-3.0873, 5.1605, -3.4417], [-3.1583, -0.7502, 0.9674], [4.1965, 3.8655, -1.8832], [-0.4481, 5.9037, 4.2801], [-2.7949, 1.5893, -1.7038], [-6.0891, -1.3656, 3.3742], [-1.4289, 4.3726, 2.4843], [0.0789, 5.2783, -4.6187], [2.1237, 2.1476, 1.9022], [-6.2920, -1.4714, 2.0083], [0.4438, -4.7960, 7.8415], [-1.6244, 0.0724, 2.5150], [0.9426, -3.1916, 5.9765], [-2.5885, -6.7245, 4.2318], [-0.1853, 2.6066, 1.4788], [-2.6786, -3.2235, 5.5790], [1.1484, -3.9633, 7.8044], [-3.0441, 3.8947, -2.8764], [-1.9069, -0.8560, 4.5307], [-1.4112, -5.8868, -0.4850], [-1.9106, -3.9886, 1.0157], [0.9834, 5.6879, -2.0007], [0.3836, 1.7796, -3.6661], [-0.3063, -5.5782, 5.2758], [-0.3271, 4.7423, 3.2504], [-3.8427, 0.2240, -5.5921], [-3.9220, 3.5105, -2.3671], [-1.4347, -2.0896, -0.8603], [-3.7550, -0.8103, 3.0058], [-2.3480, -2.7575, 7.5420], [1.1532, -1.1687, -2.1863], [-5.2375, -1.2618, 1.1343], [3.2820, 0.3965, -2.7156], [-1.0161, 1.6046, -1.6573], [3.1707, -2.2618, -3.1168], [-1.9583, 5.6597, -4.0748], [-2.2974, -4.1451, 5.1355], [-0.2319, 4.9671, -0.9198], [3.1559, 4.8300, -2.9587], [0.8875, 2.9765, 2.1883], [-1.8936, 3.1087, -2.9199], [0.8593, -5.6378, 7.2898], [-2.1184, -8.6132, 2.7300], [-3.9925, -0.9240, 1.6342], [-2.0747, -7.5978, 2.3578], [1.2161, 3.2070, -4.3294], [1.9094, 0.8808, 1.7599], [-2.5615, -4.0200, 3.6269], [2.5099, -3.4966, -3.1402], [-1.6801, -6.0640, 0.5481], [-0.6568, -2.2857, 7.7217], [0.4999, -3.0281, 3.9673], [-2.0634, -3.1394, 3.2255], [0.4812, 5.9637, 5.1077], [0.9536, -4.0574, 3.2158], [2.5050, -1.1509, -2.6851], [-1.9239, -5.5127, 7.6930], [-1.4469, -3.2280, 8.9864], [-2.3498, 4.9307, 2.5787], [-1.8929, 1.7517, -2.2944], [-4.8283, -1.0565, 3.8689], [0.6127, -0.0839, -1.8265], [1.7208, 4.2942, 3.6723], [4.1919, -2.1861, -3.4661], [3.3662, 3.8250, -2.5901], [-2.9588, -5.2046, 7.5418], [-3.2065, -1.0797, -2.4978], [0.5216, -1.9047, 3.2480], [3.3564, -4.8996, -3.7478], [-0.9344, -4.4137, 7.2693], [-1.9709, 6.6466, -4.5218], [-1.9531, -5.0034, 1.4001], [-5.3800, -1.3559, 0.0642], [-4.1169, -0.5018, -2.3311], [-1.3734, -3.0892, 7.9039], [0.9495, -2.1591, 2.0232], [-1.7966, -5.7228, 8.7576], [-4.2650, 1.2533, -4.1987], [-0.8661, -4.3402, 5.6996], [-2.3437, -6.5253, 3.1970], [-2.3124, -0.4941, 3.4224], [-1.8364, 0.0845, -3.7026], [-0.0160, 0.2180, 0.7744], [-1.1778, -3.7412, -1.9432], [1.2063, -3.4890, 2.0554], [-0.7644, -2.7592, -1.6273], [-3.9880, 5.7580, -3.3722], [1.2189, -3.5973, -2.7076], [-2.7256, -1.2972, -1.5433]], "atomic_forces_ev_per_a": [[0.0, 0.0, 0.0], [0.0, 0.0, 0.0], [-0.1, -0.2, 0.1], [0.1, 0.1, 0.0], [0.0, 0.1, 0.0], [0.1, -0.1, 0.1], [0.0, 0.0, 0.0], [0.1, 0.0, 0.0], [0.1, 0.0, 0.0], [0.0, -0.1, 0.0], [-0.1, 0.5, -0.4], [0.0, 0.0, 0.0], [0.0, 0.0, 0.1], [0.1, -0.1, 0.5], [0.0, 0.0, 0.0], [0.0, 0.0, 0.1], [0.1, -0.2, 0.2], [0.0, 0.0, -0.1], [-0.1, 0.0, 0.1], [0.0, 0.0, 0.0], [0.3, 0.4, 0.0], [0.0, 0.0, 0.0], [0.0, 0.0, 0.0], [0.0, 0.1, 0.0], [0.0, 0.0, 0.0], [0.0, 0.0, 0.0], [0.0, -0.1, 0.0], [-0.1, 0.1, 0.0], [0.0, 0.1, 0.0], [-0.4, -0.3, 0.3], [0.0, 0.0, 0.0], [0.0, -0.2, 0.0], [0.0, 0.0, 0.0], [0.0, 0.0, 0.0], [0.0, 0.0, 0.0], [0.1, 0.0, -0.1], [0.0, 0.1, 0.1], [0.0, 0.0, 0.0], [0.1, -0.1, -0.1], [0.0, 0.0, 0.0], [0.5, 0.5, -0.1], [0.0, 0.0, 0.0], [-0.1, 0.0, -0.1], [0.2, 0.2, 0.0], [0.0, 0.0, -0.1], [0.0, 0.0, 0.0], [-0.2, -0.4, 0.2], [-0.1, -0.1, -0.1], [0.0, -0.1, 0.0], [0.0, 0.0, 0.0], [-0.2, 0.1, -0.1], [0.0, 0.0, 0.0], [0.0, 0.0, 0.0], [0.0, 0.0, 0.0], [0.1, 0.0, -0.1], [0.1, 0.1, -0.2], [-0.2, 0.1, 0.1], [0.0, 0.0, 0.0], [0.0, 0.0, 0.0], [1.3, -0.6, 0.7], [0.0, 0.0, 0.1], [0.0, 0.0, 0.0], [0.1, -0.1, 0.0], [0.0, 0.0, -0.1], [0.3, -0.2, -0.1], [-0.1, 0.0, -0.1], [0.0, 0.1, -0.1], [0.0, 0.0, 0.0], [0.2, 0.0, 0.0], [0.0, 0.0, 0.0], [0.0, 0.0, 0.0], [-0.1, 0.0, -0.2], [-0.1, -0.1, 0.0], [0.0, 0.0, 0.1], [0.0, 0.0, 0.0], [-0.1, 0.0, 0.1], [0.0, 0.0, 0.0], [0.0, 0.0, 0.0], [-0.8, -0.6, -0.4], [0.2, -0.1, 0.1], [0.0, 0.0, 0.0], [0.0, 0.1, 0.0], [0.0, 0.0, 0.0], [-0.2, 0.1, -0.1], [0.1, 0.0, -0.1], [-0.1, 0.0, -0.1], [-0.1, -0.2, 0.1], [0.0, -0.1, 0.0], [0.1, 0.0, 0.0], [0.0, 0.0, 0.0], [0.0, 0.0, 0.0], [0.2, 0.0, 0.0], [0.2, 0.0, -0.2], [-0.3, -0.6, 0.1], [0.0, 0.0, 0.0], [0.0, 0.0, 0.0], [-0.1, -0.1, 0.2], [0.0, 0.0, 0.0], [-0.4, 0.5, -0.1], [0.1, 0.0, 0.0], [0.0, -0.1, 0.0], [0.0, -0.1, 0.1], [0.0, 0.0, 0.0], [0.1, 0.0, 0.0], [0.0, 0.0, 0.0], [-0.1, 0.1, -0.2], [0.0, 0.0, 0.0], [0.0, 0.1, 0.0], [0.0, 0.0, 0.0], [0.0, 0.0, 0.0], [-0.2, 0.3, -0.3], [0.0, 0.0, 0.0], [0.0, -0.2, 0.0], [-0.5, 0.1, 0.0], [0.6, 0.8, 0.6], [0.1, -0.1, 0.0], [-0.1, 0.0, 0.0], [-0.1, -0.2, 0.2], [0.0, 0.0, 0.0], [0.0, 0.1, 0.1], [-0.7, 0.3, -0.6]], "e_tot_ev": -202566.476, "total_charge": -2, "homo_ha": -0.1354, "lumo_ev": 3.41}


{"formula": "C49H52F3N5OS2V", "method": "ωB97M-V/def2-TZVPD", "species": ["N", "C", "C", "H", "C", "H", "H", "H", "C", "F", "C", "C", "H", "H", "N", "C", "H", "H", "H", "S", "H", "H", "H", "C", "H", "C", "H", "C", "C", "C", "C", "H", "C", "H", "H", "C", "H", "C", "H", "H", "H", "N", "O", "C", "H", "C", "H", "H", "C", "C", "C", "C", "H", "C", "H", "H", "C", "C", "C", "H", "C", "V", "C", "H", "H", "H", "H", "C", "H", "C", "N", "C", "C", "H", "H", "H", "H", "C", "S", "C", "C", "H", "H", "N", "C", "C", "H", "F", "H", "H", "C", "C", "C", "C", "C", "C", "H", "H", "H", "F", "H", "H", "C", "C", "H", "C", "C", "H", "C", "C", "H", "H", "H"], "xyz": [[7.2533, -18.2685, 5.3534], [12.2346, -14.1996, 2.2794], [13.6149, -23.2737, 1.9844], [9.3372, -19.7250, -2.4604], [12.4287, -19.3084, 8.1191], [12.8096, -18.8438, 0.3818], [3.2928, -21.2256, 1.0813], [2.3980, -21.8102, 4.9427], [4.3116, -20.9222, 0.7884], [13.1929, -23.7170, 8.0267], [3.9388, -17.3741, 8.4812], [8.6815, -20.0360, -1.6393], [12.8008, -18.3646, 8.5156], [13.5780, -15.8600, 2.9076], [11.1105, -19.3546, 7.8884], [5.1108, -18.3369, 8.3644], [5.5148, -18.4452, 9.3733], [11.0100, -13.2703, 7.1263], [11.7112, -16.8477, 1.0881], [11.8043, -19.7018, 4.0742], [9.4857, -18.1002, 9.2672], [11.3753, -15.5933, 7.2767], [8.4302, -22.0545, -2.3061], [7.7768, -16.8418, 8.8182], [4.2160, -19.3990, 6.0319], [11.7017, -16.0794, 3.8178], [13.2411, -14.7782, 4.2066], [10.8867, -16.9563, 3.0593], [8.7943, -21.6029, -1.4161], [9.0448, -19.2921, -0.4545], [13.3187, -20.3396, 7.8023], [2.5590, -22.3909, 3.3548], [12.4922, -21.0950, 3.2701], [2.2784, -19.9427, 2.4288], [11.0053, -18.6826, -2.0784], [11.0523, -13.7889, 6.1586], [11.4851, -17.1652, -1.3119], [8.1219, -17.6456, 6.3412], [4.8150, -21.8117, 0.4468], [8.8583, -17.1054, 10.6618], [10.0737, -13.9450, 5.6652], [8.9807, -18.6188, 1.7166], [8.2868, -20.3069, 4.7984], [11.7091, -21.8798, 2.4450], [11.7505, -23.6049, 1.0998], [2.1876, -21.5493, 3.8965], [13.3498, -18.5820, -1.2495], [14.4748, -20.7355, 4.0628], [10.2037, -17.0505, 5.0932], [12.5525, -18.9795, -0.6676], [12.7964, -21.5417, 7.3436], [11.2349, -16.0694, 5.0775], [8.0709, -21.8813, -0.6435], [7.3640, -17.6189, 7.5702], [11.7446, -14.6833, 1.4428], [4.8651, -19.3272, -0.5886], [6.1439, -18.2002, 7.3646], [4.9392, -20.3756, 2.0046], [11.6404, -15.2132, 6.2853], [14.0628, -24.0740, 1.3934], [10.1404, -18.4512, -0.2686], [9.5119, -19.5894, 3.5188], [8.3618, -19.3748, 0.8031], [12.7171, -15.0781, 6.3323], [4.1272, -16.4283, 9.0666], [9.7315, -16.7456, 7.0896], [6.6101, -20.4532, 0.2981], [9.3355, -17.1868, 6.1751], [9.7722, -21.9214, -1.1246], [6.3302, -19.9527, 2.1870], [9.9661, -17.5494, 3.8746], [11.3101, -18.2471, -1.1346], [5.0697, -19.2181, 5.4136], [11.6475, -13.2808, 5.3894], [7.6467, -19.8521, -1.9996], [12.9727, -13.6084, 1.8304], [15.4527, -22.6083, 2.8360], [11.4220, -21.6225, 7.1027], [9.9868, -21.4964, 2.1840], [6.1138, -18.5712, 6.0010], [8.5702, -17.7176, 9.7723], [3.4592, -20.2164, -1.1391], [14.3636, -20.2793, 7.9406], [6.4510, -19.4703, 3.4753], [4.2403, -20.1194, 3.1502], [13.6301, -22.7563, 7.2081], [3.4934, -17.0961, 7.5527], [13.6131, -23.2995, 5.9691], [10.9538, -22.4844, 6.7954], [2.4039, -19.4064, 4.0786], [12.8121, -15.1968, 3.2858], [10.0771, -18.0663, 1.0532], [12.2881, -22.9894, 1.7866], [2.7411, -20.2080, 3.4076], [14.3954, -22.4831, 2.8295], [10.6353, -20.4850, 7.3343], [11.5043, -13.5553, 2.8110], [8.3981, -15.9948, 8.5843], [4.7476, -19.3470, 8.2105], [14.9299, -22.5240, 7.4920], [3.3231, -19.2100, 0.3096], [1.1077, -21.5422, 3.8206], [7.6937, -19.2334, 4.2761], [7.1122, -19.9398, 1.0807], [9.5401, -20.4793, 7.0931], [5.2305, -19.6183, 4.1167], [3.9875, -19.8888, -0.2325], [6.9153, -16.3621, 9.3141], [13.8408, -21.3963, 3.4734], [10.9756, -17.2559, 1.7103], [12.5509, -20.0639, -0.9065], [3.1682, -17.8571, 9.1107], [7.9922, -18.5757, 10.2131]], "atomic_forces_ev_per_a": [[1.7, 0.3, 0.3], [-0.7, -0.2, 1.1], [0.5, -0.1, -0.2], [-0.1, -0.2, 0.0], [0.1, 0.1, -0.6], [-0.2, 0.0, 0.1], [0.5, -0.6, 0.2], [0.2, 0.5, -0.1], [-1.3, -0.8, 0.2], [0.0, -0.3, 0.5], [-0.4, 0.7, 1.6], [-0.3, -1.8, -1.3], [0.0, -0.2, 0.0], [0.3, 0.0, -0.6], [0.4, -0.7, -0.3], [-1.1, -1.1, 1.4], [0.5, 0.3, -0.1], [-0.1, 0.0, -0.6], [1.2, 0.7, -0.4], [-0.4, 0.0, 0.0], [-0.6, 0.1, 0.4], [-0.2, -0.5, -0.4], [0.1, -0.7, -0.9], [-0.5, -0.7, -0.2], [-0.6, -0.2, -0.2], [1.2, 1.3, -1.1], [0.1, 0.6, -0.6], [0.1, -0.3, -0.3], [-1.2, 1.8, 0.3], [0.5, 0.8, 0.6], [-1.2, -0.3, 0.0], [0.3, -0.5, -0.7], [0.0, 0.3, 0.6], [0.0, -0.3, 0.6], [0.3, 0.2, -0.6], [-0.4, -0.9, -1.0], [0.1, -0.5, 0.2], [-3.3, -2.1, -1.0], [0.4, -0.3, -0.4], [0.0, -0.4, -0.6], [0.1, 0.6, 0.7], [0.9, -0.2, -0.1], [0.5, 0.0, -1.0], [-0.7, -0.9, -0.6], [-0.6, -0.1, -0.2], [-0.1, 0.2, 0.7], [1.0, 0.3, -0.4], [-0.3, -0.1, 0.0], [-1.2, 0.5, -0.2], [0.3, -0.7, -0.1], [-1.3, 0.8, 0.1], [0.4, -0.3, 2.3], [0.3, 0.0, 0.1], [-0.1, 1.4, 0.3], [-0.3, -0.3, 0.1], [-0.3, 0.0, 0.2], [2.2, 1.9, -0.1], [-0.2, 0.2, 1.4], [0.2, 0.5, -0.4], [0.0, 0.1, 0.3], [-1.2, -1.6, -0.6], [-0.1, 0.1, 0.1], [0.0, 1.1, 0.0], [0.3, -0.4, -0.1], [0.4, -0.8, -0.8], [0.0, -0.1, -0.2], [0.0, -0.3, -0.8], [2.5, 1.1, 1.2], [0.6, -0.2, 0.1], [-1.0, 0.1, -0.1], [0.4, -0.3, 0.1], [-0.6, 0.3, -0.7], [-0.2, -0.4, -0.3], [-0.1, 0.4, 0.5], [0.4, 0.1, 0.4], [1.2, 1.1, -0.4], [0.6, -0.3, 0.3], [0.8, 2.4, 0.9], [0.7, 0.3, 0.4], [-0.3, -0.4, 0.6], [0.3, -0.4, 1.3], [0.1, -0.3, 0.4], [0.9, 0.4, 0.3], [-0.1, -0.2, 1.0], [0.9, 0.2, 1.1], [0.8, -0.7, -0.9], [-0.3, 0.1, -0.8], [-0.2, 0.3, 0.2], [-0.8, -1.9, -0.9], [0.3, -0.1, 0.0], [-1.0, -0.8, 0.8], [-0.8, 0.2, 2.7], [0.0, 0.8, 0.6], [0.3, 0.3, -0.8], [-0.3, 0.3, -0.5], [-0.5, 0.1, 0.2], [0.3, -0.3, -0.5], [0.4, 0.3, -0.6], [-0.7, -0.3, -0.1], [-0.2, 0.0, 0.1], [0.1, 0.4, -0.5], [-0.3, 0.0, -0.1], [-0.9, 0.7, 0.5], [0.4, -0.4, 0.0], [1.2, -0.1, 0.2], [-0.7, -0.2, -1.5], [0.3, 1.4, -1.1], [0.0, -0.6, -0.2], [0.2, -0.1, -0.3], [-1.0, -0.3, 0.6], [-0.4, 0.6, 0.4], [0.2, 0.0, -0.5], [0.4, 0.7, -0.7]], "multiplicity": 2, "e_tot_ev": -116666.448, "homo_ha": [-0.2518, -0.2504], "s2": 0.79, "lumo_ev": [-1.29, -1.30]}


For reference, energy above the lowest of the compared OMol25 structures with the same formula, charge and spin by record: 9.2, 343.5 kJ/mol.